C44H36I2IrN13O2 as an isolated structure in a non-equilibrium geometry. Source: the OMol25 dataset; level of theory: ωB97M-V/def2-TZVPD.

The geometry in XYZ format:
```
98
Properties=species:S:1:pos:R:3:forces:R:3
H 0.69962 0.26154 -7.09557 0.0 0.0 0.0
C -1.71635 -3.85008 -0.31929 0.0 0.0 0.0
N -3.53266 -3.54963 3.02901 0.0 0.0 0.0
C 4.29305 6.38673 -0.31391 0.0 0.1 0.0
C 1.33946 -2.23694 5.76413 0.1 0.0 0.0
C 2.98479 5.92935 -0.62588 0.1 0.1 0.0
H 3.88457 1.27537 0.72246 0.0 0.0 0.0
H 2.13124 1.64585 4.90575 0.0 0.0 0.0
H -0.13793 -3.77339 5.48065 0.0 0.0 0.0
H 4.46338 -2.85742 -0.63176 0.0 0.0 0.0
H -0.08018 -1.22086 0.12764 0.0 0.0 0.0
C -3.02595 -4.30961 -0.36676 0.0 0.0 0.0
C 2.74373 4.61952 -0.89487 0.0 -0.2 0.0
C -3.70606 -4.17753 -1.56772 0.0 0.0 0.0
C -6.30764 -1.68470 0.10303 0.0 0.0 0.0
H 0.43896 1.97462 4.50512 0.0 0.0 0.0
C 5.36856 5.48752 -0.28874 0.0 0.0 0.0
C -4.07617 1.29192 -0.67936 0.1 0.0 0.0
I 6.73264 2.82507 -0.51727 0.0 0.0 0.0
H 2.02158 -1.21743 -3.29854 0.0 0.0 0.0
C 3.44879 -2.53087 -0.45378 -0.1 0.0 0.0
C -5.83545 -0.52016 -0.49489 0.0 0.0 0.0
H -3.48823 -4.75947 0.50207 0.0 0.0 0.0
H 0.16706 2.42697 -5.98811 0.0 0.0 0.0
H -0.74311 -0.74372 -2.84936 0.0 0.0 0.0
C 1.33557 4.16876 -1.21688 0.1 0.0 0.0
H -4.73400 -4.50420 -1.67249 0.0 0.0 0.0
C 3.03411 -1.30480 -0.91760 0.0 -0.1 0.0
C 0.50850 3.00542 -3.30624 0.0 0.1 0.0
C 3.84343 3.65642 -0.88956 -0.1 0.5 0.3
C -3.95146 -0.54598 0.98161 0.0 0.0 0.0
N 1.31807 0.72719 -3.33454 0.1 0.1 -0.2
H -1.48071 -4.62730 1.67235 0.0 0.0 0.0
H 6.36074 5.84542 -0.04934 0.0 0.0 0.0
H 1.96879 -2.85272 6.39203 0.0 0.0 0.0
C 0.16060 -2.75725 5.25774 0.0 0.0 0.0
C -0.95459 -4.03867 0.92880 0.0 0.0 0.0
N -3.12868 -3.66243 -2.64875 0.0 0.0 0.0
H 2.65162 -0.54214 5.87639 0.0 0.0 0.0
C 0.90539 -0.12736 4.69448 0.0 0.0 0.0
H -4.64921 1.60367 -1.55003 0.0 0.0 0.0
H 0.79924 3.88800 -0.30939 0.0 0.0 0.0
C 1.40726 -0.64002 -5.27907 0.0 0.0 0.0
C -3.55477 -2.35142 2.56393 0.0 0.0 0.0
C -1.88147 -2.45804 3.85513 0.0 0.0 0.0
C -4.65473 0.05318 -0.04583 0.0 0.0 -0.1
H -3.02865 -0.10517 1.34179 0.0 0.0 0.0
N -1.13623 -3.30034 -1.39752 0.0 0.0 0.0
C 1.72299 -0.93124 5.47753 0.0 0.0 0.0
C 0.92695 1.48950 1.83147 -0.1 0.1 0.1
H -3.99929 2.12980 0.01379 0.0 0.0 0.0
C 5.16414 4.16365 -0.56711 0.1 -0.1 0.0
C -0.28464 -0.64081 4.20390 0.0 0.0 0.0
C 2.54565 -3.31707 0.25297 0.0 0.0 0.0
N 2.96971 1.29445 2.59765 -0.1 0.0 0.0
N -0.55661 0.78746 -1.34341 0.4 0.2 0.1
C -1.52885 1.44004 -0.68983 -0.2 0.0 -0.2
N -2.69888 1.00412 -1.14362 0.2 0.1 0.2
H -5.95085 -3.20944 1.57934 0.0 0.0 0.0
C -1.87312 -3.26774 -2.50090 0.0 0.0 0.0
N -2.43457 -3.61761 3.88236 0.1 0.0 0.0
N 1.71824 1.47634 0.75547 0.1 -0.3 -0.1
C 0.57108 1.59878 -5.42143 0.0 0.0 0.0
I 4.60024 8.36411 0.08439 0.0 -0.1 0.0
C 2.97691 1.32878 1.29793 0.0 0.1 0.0
H 0.78357 4.97639 -1.70006 0.0 0.0 0.0
H -1.40316 2.21835 0.04408 0.0 0.0 0.0
C -4.39977 -1.72715 1.55359 0.0 0.0 0.0
N 1.77890 -0.85170 -0.71016 0.2 0.0 0.0
H -6.39369 -0.06508 -1.30354 0.0 0.0 0.0
C 0.91059 -1.61681 -0.04267 0.0 0.0 0.1
C -1.22732 -0.04998 -2.18681 0.0 -0.2 -0.1
H 2.17487 6.64825 -0.64790 0.0 0.0 0.0
H -0.53061 3.04976 -2.97628 0.0 -0.1 0.0
H 2.85038 -4.28026 0.64283 0.0 0.0 0.0
H 3.70966 -0.64701 -1.45478 0.0 0.0 0.0
C 1.24441 -2.87060 0.45304 0.1 -0.1 0.0
C 0.28807 -3.67090 1.24349 0.0 0.0 0.0
C 0.87255 0.39240 -6.03551 0.0 0.0 -0.1
C 1.61673 -0.44001 -3.93117 0.1 0.1 0.0
C 1.27181 1.29111 4.34295 0.0 0.0 0.0
H -0.14825 1.54633 1.85430 0.0 0.0 0.0
H 0.67928 -4.02516 2.19211 0.0 0.0 0.0
H -1.39175 -2.88090 -3.39580 0.0 0.0 0.0
C -5.59271 -2.29757 1.11936 0.0 0.0 0.0
C -0.65462 -1.95584 4.46385 0.1 0.1 0.0
Ir 1.45530 1.10485 -1.31697 0.1 0.4 0.7
N 1.67030 1.40260 2.92443 0.0 0.0 0.0
H 0.69683 3.87886 -3.93357 0.0 0.0 0.0
N -2.51904 0.06171 -2.08086 0.1 -0.1 0.0
N 1.40673 2.99772 -2.13175 -0.4 0.5 -0.2
O 3.69305 2.43035 -1.13470 -0.5 -1.1 -0.4
C 0.80062 1.73940 -4.06834 0.0 -0.1 0.0
H -0.95282 -0.00797 3.63161 0.0 0.0 0.0
H 2.35157 3.03687 -2.51000 0.0 -0.1 -0.2
H 1.66184 -1.59078 -5.72543 0.0 0.0 0.0
H -7.23859 -2.11876 -0.23505 0.0 0.0 0.0
O -2.54036 -1.59449 3.04413 0.0 0.0 0.0
```
Forces are in eV/Å.

Properties
Relative energy (zero: lowest compared OMol25 entry of this formula, charge and spin)   156.12 kJ/mol
Multiplicity   2
E_LUMO (spin up / spin down)   -8.57 / -9.95 eV
Total charge   +3
E_HOMO (spin up / spin down)   -0.5487 / -0.5487 Ha
Expectation value of S²   0.774

Mulliken atomic charge list, values in e, 6 entries: 0.479 0.909 -0.374 -0.406 -0.818 -0.582

C4H7NSi as an isolated structure in a non-equilibrium geometry. Source: the OMol25 dataset; level of theory: ωB97M-V/def2-TZVPD.

The geometry in XYZ format:
```
13
Properties=species:S:1:pos:R:3:forces:R:3
H 0.28714 -0.11654 1.78097 0.0 0.2 0.0
N 2.25779 0.31661 -0.65879 -4.9 1.7 0.5
H 2.65583 -0.45578 -0.18112 0.3 -1.1 0.7
H 0.12277 2.46514 -1.24997 0.1 0.4 -0.4
C 0.09399 1.64981 -0.56586 -1.0 -0.4 -0.1
C 0.97929 0.52232 -0.29648 4.8 -0.2 -0.3
C -0.80495 1.21469 0.34883 -0.3 2.4 0.4
Si -0.92157 -1.63183 -0.01969 2.1 1.6 0.6
H -0.10457 -2.68885 0.72092 -1.1 0.0 -0.5
H -1.69514 1.69276 0.81266 0.6 -0.5 -0.6
H -0.41958 -1.50027 -1.41992 -0.3 -0.4 0.2
H -2.40050 -1.49692 -0.02653 0.2 -0.4 0.3
C -0.05050 0.02886 0.75499 -0.4 -3.2 -0.8
```
Forces are in eV/Å.

Properties
Relative energy (zero: lowest compared OMol25 entry of this formula, charge and spin)   38.76 kJ/mol
E_LUMO   0.59 eV
E_HOMO   -0.3355 Ha

Mulliken atomic charge list, values in e, 6 entries: 0.420 -0.736 0.240 0.486 -0.518 0.024

A 2-piece molecular cluster, C2H7N4O overall in a non-equilibrium geometry. Source: the OMol25 dataset; level of theory: ωB97M-V/def2-TZVPD.

The geometry in XYZ format:
```
14
Properties=species:S:1:pos:R:3:forces:R:3
N 2.84215 0.18031 -0.64827 -0.9 0.4 -0.5
H -1.59052 -1.33052 1.73560 1.6 0.4 -1.1
N 1.87961 0.27301 0.18780 -0.3 -1.4 0.2
N -2.19698 1.71598 -0.91900 -1.4 3.1 0.6
H 0.18427 -0.10582 0.14363 -0.4 1.3 -0.9
H -2.51467 -1.31094 0.43653 0.1 -0.5 -1.2
C -1.43711 -1.28417 0.60586 -3.3 1.1 2.4
O 4.02356 0.23142 -0.40352 -0.1 -0.4 -0.4
H -0.85780 -2.03523 0.19797 0.6 -2.0 -0.5
H 2.49871 0.08603 -1.67940 0.8 0.4 1.7
H -2.59182 2.62278 -0.55047 0.3 -1.2 -0.8
C -1.55637 0.98791 -0.26191 2.0 -3.6 -0.2
N -0.88745 -0.08641 0.00506 0.5 1.7 1.4
H 2.20442 0.05563 1.15012 0.5 0.8 -0.7
```
Forces are in eV/Å.

Properties
Relative energy (zero: lowest compared OMol25 entry of this formula, charge and spin)   498.89 kJ/mol
E_LUMO   -4.31 eV
Total charge   +1
E_HOMO   -0.5366 Ha

Mulliken atomic charge list, values in e, 6 entries: 0.381 0.311 -0.511 -0.194 0.382 0.369

One molecule with the formula C19H21NO4 in a non-equilibrium geometry. Source: the OMol25 dataset; level of theory: ωB97M-V/def2-TZVPD.

The geometry in XYZ format:
```
45
Properties=species:S:1:pos:R:3:forces:R:3
H 5.19092 -0.39130 0.57100 -0.2 -0.2 0.0
C -1.11383 1.65990 -0.40379 0.1 0.0 0.1
H -0.37494 -1.91709 -1.65010 -0.1 0.0 -0.1
O 3.45170 -0.75120 1.61436 -0.5 0.1 0.1
C -2.62983 1.26662 1.46987 -0.5 -0.1 -0.2
H -1.98750 -0.85554 -0.39243 0.0 0.0 0.1
N -1.44653 0.84871 0.76089 -0.1 0.0 0.0
C 0.38070 1.79790 -0.55098 0.1 0.2 -0.2
C 2.41331 1.50403 -1.80445 0.1 0.0 -0.1
H -5.70709 -2.51964 -1.05301 0.0 0.0 0.0
H 0.75547 -0.15911 2.08458 0.0 0.1 0.1
H 0.47160 0.97063 -2.52120 -0.1 -0.1 -0.1
C 0.39333 -1.66560 -0.93406 -0.2 0.0 0.2
C 1.01946 -0.67327 1.17694 0.4 -0.2 0.0
C -3.97312 1.17604 0.71568 0.4 0.5 0.0
H 4.22037 2.12097 -0.83765 0.1 0.0 0.0
H -4.71614 1.80285 1.21651 0.1 -0.1 -0.1
C 2.49689 2.45832 0.38976 0.0 0.1 0.1
H -2.71209 0.66601 2.38031 0.0 0.1 0.0
C 2.66398 -1.64194 -0.30406 -0.3 0.2 0.3
H -1.54020 1.23817 -1.32706 0.0 0.1 0.0
H -3.86042 1.49959 -0.32336 -0.1 0.0 0.2
C -5.11745 -2.20666 -0.19647 0.0 0.2 0.0
H 2.91398 1.17261 -2.70255 0.0 0.0 -0.1
C 0.04551 -1.00050 0.22889 0.0 -0.4 -0.2
O -4.49252 -0.15319 0.73432 0.0 -0.1 0.4
O 4.02331 -1.81941 -0.34575 -0.4 -0.1 -0.3
C -4.59629 -0.81249 -0.42285 -0.1 -0.3 -0.3
O -4.29171 -0.35505 -1.49348 0.0 0.0 -0.1
H 0.61398 2.66360 1.38596 -0.1 0.0 0.1
H -1.76479 -1.10752 1.35705 -0.1 0.0 0.0
H -1.54015 2.65720 -0.25806 0.0 -0.1 0.0
H -4.26774 -2.88035 -0.09703 0.1 0.0 0.0
C 1.12336 2.34303 0.48938 0.0 0.1 -0.1
H -2.48916 2.31072 1.76368 -0.1 0.0 0.0
H -5.70594 -2.24511 0.71451 0.0 -0.1 0.0
C -1.37724 -0.57704 0.48129 0.1 -0.1 0.1
C 1.03764 1.38977 -1.70176 -0.1 0.2 0.1
H 1.98100 -2.51664 -2.13262 0.0 -0.1 -0.1
H 3.06423 2.87589 1.20882 0.0 0.0 0.1
C 3.14609 2.03486 -0.75804 0.1 0.0 -0.1
C 4.52394 -1.22963 0.83343 1.2 0.1 0.3
H 5.09313 -1.97840 1.40694 -0.2 0.1 -0.1
C 2.31839 -0.99082 0.88120 -0.1 -0.2 -0.4
C 1.71332 -2.00696 -1.22256 0.5 -0.1 0.1
```
Forces are in eV/Å.

Properties
SMILES   CC(=O)OCCN(Cc1ccccc1)Cc1ccc2c(c1)OCO2
Relative energy (zero: lowest compared OMol25 entry of this formula, charge and spin)   179.37 kJ/mol
E_LUMO   0.80 eV
E_HOMO   -0.2873 Ha

Mulliken atomic charge list, values in e, 6 entries: 0.299 -1.146 0.443 -0.523 -1.195 -0.030

H23O12Tl as an isolated structure in a non-equilibrium geometry. Source: the OMol25 dataset; level of theory: ωB97M-V/def2-TZVPD.

The geometry in XYZ format:
```
36
Properties=species:S:1:pos:R:3:forces:R:3
H 1.60150 1.34632 -2.10866 -2.0 1.8 -2.3
H 0.99822 -1.41439 2.98953 -0.1 -1.1 0.9
O 1.29740 -0.89890 2.25771 -0.5 0.9 0.2
O 0.70676 -1.59829 -1.69318 1.4 2.6 -0.2
H -2.34110 -0.45641 -2.14527 -0.3 0.7 0.4
H 3.19239 1.74115 1.37656 1.1 0.5 1.1
H -2.71284 2.83281 2.18210 0.0 0.0 -0.2
O -1.89472 -1.21470 -2.49251 0.6 -1.2 -0.6
O -0.24990 0.72128 0.29472 -1.2 1.4 0.8
O -0.39056 2.20269 -1.92110 0.1 0.2 1.2
H -0.29444 3.06538 -1.46078 -0.1 -0.4 -0.9
Tl 0.30419 1.11817 2.22362 -0.3 -0.3 -1.9
H -1.38971 -0.82733 1.77107 0.4 0.1 0.4
H -3.00257 1.24973 -0.94307 -0.4 1.0 -0.9
H 1.13240 -1.09322 -2.43561 -0.6 -1.1 0.5
H 1.99702 -1.92348 -0.63897 1.7 0.3 1.2
H 3.58326 -1.88110 -0.41925 0.4 -0.3 -0.2
H 2.36146 1.41275 0.19398 -1.1 0.2 -1.4
O 2.28890 1.58826 1.14712 -0.6 0.1 1.3
H -0.70804 -2.87982 0.83455 -0.5 -0.1 0.2
H 2.13599 0.29111 -1.32949 0.9 -0.3 0.5
H 2.10207 -1.26089 1.86581 0.7 -0.2 -0.6
H 0.05882 0.12992 -0.35878 1.4 -1.7 -0.4
H -0.94365 -1.08284 -2.43127 -0.7 0.5 -0.2
O -1.33332 -0.29850 2.64137 1.3 -1.8 -1.0
O 2.74817 -1.72302 0.01612 -1.7 0.2 -0.4
O -2.22612 2.06962 1.84557 1.2 0.6 1.5
O -2.76107 0.49846 -0.42776 0.2 -0.4 1.2
H -1.80659 0.59512 -0.22032 -0.5 -0.1 -0.3
H -0.70086 -2.05961 -0.41739 -1.4 0.3 0.9
H -2.24222 -0.22217 2.87353 -1.5 0.8 0.9
O 2.17458 1.25292 -1.39605 1.8 -1.7 1.7
H 0.51438 -2.45593 -2.00134 -0.4 -2.0 -1.2
O -1.23916 -2.18620 0.40960 1.5 0.0 -0.4
H -2.63786 1.74399 1.04551 -0.5 -0.5 -0.9
H -0.32277 1.61711 -1.12768 -0.2 0.8 -0.9
```
Forces are in eV/Å.

Properties
Relative energy (zero: lowest compared OMol25 entry of this formula, charge and spin)   0.00 kJ/mol
E_LUMO   -12.04 eV
Total charge   +2
E_HOMO   -0.6039 Ha

Mulliken atomic charge list, values in e, 6 entries: 0.401 0.333 -0.448 -0.793 0.332 0.333

A 2-piece molecular cluster, C4H5NOS overall in a non-equilibrium geometry. Source: the OMol25 dataset; level of theory: ωB97M-V/def2-TZVPD.

The geometry in XYZ format:
```
12
Properties=species:S:1:pos:R:3:forces:R:3
H 0.58572 -0.98049 -0.01569 0.1 -0.9 0.1
H -1.77878 0.07935 0.19484 -0.2 -0.2 0.0
H -1.15182 1.50457 -0.64244 0.0 0.0 0.0
O 1.88506 1.92891 0.34734 1.4 2.9 0.3
H -1.27565 -0.04047 -1.49428 -0.1 -0.2 -0.1
H 2.73164 -0.73253 1.88988 0.1 0.0 0.1
S 5.29674 -0.12215 -0.51066 0.9 0.2 -0.5
C -1.05042 0.42863 -0.53756 0.1 -0.2 0.0
N 3.02143 -0.56535 0.94645 0.6 -0.4 0.1
C 4.07866 -0.37661 0.41085 -1.1 -0.3 0.5
C 1.22565 0.98583 0.14812 2.0 0.2 0.7
C 0.34818 0.06530 -0.09591 -3.7 -1.2 -1.2
```
Forces are in eV/Å.

Properties
Relative energy (zero: lowest compared OMol25 entry of this formula, charge and spin)   182.30 kJ/mol
Multiplicity   3
E_LUMO (spin up / spin down)   0.79 / -1.95 eV
E_HOMO (spin up / spin down)   -0.1939 / -0.3440 Ha
Expectation value of S²   2.010

Mulliken atomic charge list, values in e, 6 entries: 0.400 0.312 0.331 -0.407 0.325 0.235